No. 1
{
  "formula": "C37H47F25N2O8SSi",
  "method": "ωB97M-V/def2-TZVPD",
  "elements": ["H", "N", "C", "C", "C", "O", "C", "C", "C", "C", "C", "C", "C", "C", "F", "F", "C", "F", "F", "C", "F", "F", "C", "F", "F", "F", "O", "C", "C", "O", "C", "C", "O", "C", "S", "O", "O", "C", "C", "C", "C", "C", "N", "Si", "C", "C", "C", "H", "H", "H", "H", "H", "H", "H", "H", "H", "H", "H", "H", "H", "H", "H", "H", "H", "H", "H", "H", "H", "H", "H", "H", "H", "H", "H", "H", "H", "H", "H", "H", "H", "H", "H", "H", "H", "H", "F", "C", "F", "C", "F", "F", "C", "O", "C", "F", "F", "C", "F", "F", "H", "H", "H", "H", "F", "C", "F", "C", "F", "F", "C", "O", "C", "F", "F", "C", "F", "F", "H", "H", "H", "H"],
  "positions_angstrom": [[5.88333, 5.77685, -0.02519], [5.91524, 5.65870, -1.08216], [6.68046, 4.53576, -1.27416], [7.01345, 3.86412, -2.76904], [7.10548, 2.21825, -2.46132], [5.82765, 1.67260, -2.77474], [5.42596, 0.41424, -2.15991], [5.18869, 0.85826, -0.55794], [6.34721, 0.42262, 0.48613], [6.03846, 1.32012, 1.87143], [3.83759, 0.23775, -2.69315], [3.08250, -1.07093, -2.14567], [3.11134, -2.43759, -3.04296], [2.21143, -3.58025, -2.20994], [2.54009, -4.87472, -2.91954], [2.73114, -3.76304, -0.82773], [0.59747, -3.35799, -2.32574], [0.20045, -2.22921, -3.24943], [0.04495, -4.58922, -3.00841], [-0.21279, -3.25392, -0.90511], [-1.67748, -3.34551, -1.27133], [0.00421, -4.44234, 0.00306], [-0.05041, -1.83723, -0.10089], [-0.41636, -0.62554, -0.86935], [-1.03394, -1.90116, 1.04530], [1.27141, -1.60672, 0.52328], [3.35550, 1.56088, -2.33217], [2.06729, 1.78734, -1.81964], [1.94886, 2.10436, -0.17869], [0.65002, 2.67556, 0.20678], [0.08989, 2.02830, 1.41005], [-1.56437, 1.78175, 1.37926], [0.77993, 1.68193, 2.50116], [1.54596, 3.23240, -2.50303], [2.72352, 4.65910, -2.18562], [2.33524, 5.57545, -0.99961], [2.70907, 5.58685, -3.46294], [3.67830, 0.26582, -4.36510], [2.10593, 0.25064, -4.80078], [1.66437, 0.28717, -6.37403], [3.00402, 0.33280, -7.29219], [4.45443, 0.38250, -6.63053], [4.87757, 0.35524, -5.21862], [6.54304, -1.09072, -2.29112], [6.07397, -2.59598, -1.10943], [6.63426, -1.98528, -4.03847], [8.43194, -0.80985, -1.89045], [7.13499, 4.00990, -0.30293], [6.19351, 4.11263, -3.57242], [8.07219, 4.31552, -3.06535], [7.89240, 1.83347, -3.27327], [7.51186, 2.14939, -1.37372], [5.11438, 2.04921, -0.48065], [4.17836, 0.46446, -0.11868], [7.44718, 0.69288, 0.21971], [6.33261, -0.68235, 0.86708], [6.71528, 0.89317, 2.72859], [4.87690, 1.22683, 2.12853], [6.30710, 2.42556, 1.59206], [1.92898, -0.95389, -1.86149], [3.58280, -1.36948, -1.10244], [2.60954, -2.37427, -4.09492], [4.15234, -2.94323, -3.18317], [1.18725, 1.05711, -2.04188], [2.13508, 1.07710, 0.34970], [2.87049, 2.81318, 0.09237], [-1.86417, 0.97629, 0.56870], [-2.00576, 2.82876, 1.01258], [-1.96262, 1.52283, 2.44945], [1.59692, 3.02155, -3.67708], [0.42027, 3.45535, -2.27172], [4.02679, 4.13231, -2.12092], [1.21405, 0.17720, -4.02108], [0.55661, 0.27850, -6.75064], [2.88420, 0.33071, -8.45679], [5.36651, 0.45401, -7.40139], [5.66554, -3.52758, -1.73493], [5.35560, -2.28073, -0.24170], [7.04937, -3.02423, -0.56848], [7.41760, -1.39323, -4.71145], [7.10951, -3.05107, -3.84089], [5.59631, -2.08653, -4.56064], [8.66503, -0.83833, -0.72390], [8.90882, 0.09897, -2.44637], [8.99169, -1.77487, -2.31835], [-6.38015, -1.19646, 2.43726], [-6.84253, -0.54456, 3.52313], [-7.12613, 0.72034, 3.10723], [-5.84899, -0.51428, 4.68232], [-4.76566, 0.25639, 4.39532], [-6.46191, 0.09897, 5.74424], [-5.36276, -1.88661, 5.17430], [-4.14096, -2.37873, 4.60861], [-4.26437, -2.97375, 3.31738], [-5.56834, -3.27047, 3.10167], [-3.61815, -4.16701, 3.38994], [-3.64680, -2.12195, 2.19672], [-4.07848, -0.83988, 2.22320], [-3.96830, -2.61912, 0.97137], [-7.78378, -1.00695, 3.83205], [-5.13396, -1.76827, 6.24072], [-6.15642, -2.64449, 5.14846], [-2.55602, -2.10714, 2.28382], [-13.69839, -0.96522, 5.37818], [-13.79836, 0.25265, 5.94798], [-15.03943, 0.71331, 5.63036], [-12.72840, 1.23420, 5.47523], [-12.90166, 1.57590, 4.17019], [-12.88607, 2.39872, 6.18125], [-11.27487, 0.77819, 5.67783], [-10.64702, 0.11505, 4.57283], [-10.97611, -1.26566, 4.42486], [-11.50689, -1.71006, 5.58920], [-9.79414, -1.92055, 4.28066], [-11.87183, -1.54749, 3.20788], [-12.96067, -0.74517, 3.16957], [-12.32908, -2.82917, 3.22400], [-13.76106, 0.13288, 7.03400], [-10.68153, 1.69106, 5.81279], [-11.13825, 0.22347, 6.61515], [-11.31422, -1.39548, 2.27859]],
  "lowdin_charge": [0.06, 0.05, -0.20, -0.10, -0.22, -0.19, -0.34, -0.13, -0.26, -0.12, -0.27, -0.09, -0.05, -0.17, -0.02, 0.01, -0.08, 0.01, 0.02, -0.07, 0.03, 0.05, -0.13, 0.05, 0.02, 0.06, -0.14, -0.30, -0.12, -0.09, -0.28, -0.01, -0.02, -0.17, 0.78, -0.42, -0.46, -0.08, 0.00, -0.01, -0.05, -0.10, 0.07, 0.58, -0.21, -0.23, -0.22, 0.11, 0.13, 0.13, 0.13, 0.11, 0.13, 0.11, 0.09, 0.10, 0.08, 0.09, 0.07, 0.11, 0.12, 0.14, 0.10, 0.13, 0.12, 0.15, 0.08, 0.11, 0.10, 0.12, 0.14, 0.06, 0.10, 0.10, 0.09, 0.12, 0.05, 0.03, 0.07, 0.06, 0.06, 0.02, 0.05, 0.03, 0.06, 0.09, -0.29, 0.09, -0.43, 0.12, 0.10, -0.05, 0.04, -0.47, 0.12, 0.14, -0.27, 0.08, 0.10, 0.15, 0.15, 0.15, 0.15, 0.09, -0.29, 0.09, -0.43, 0.12, 0.10, -0.05, 0.03, -0.47, 0.12, 0.12, -0.26, 0.09, 0.10, 0.18, 0.15, 0.15, 0.18],
  "e_lumo_ha": -0.0340,
  "max_force_ev_per_a": 8.5,
  "orbital_gap_ha": 0.3076,
  "total_charge": 0,
  "spin_multiplicity": 1
}

No. 2
{
  "formula": "C28H22F3N6Ni",
  "method": "ωB97M-V/def2-TZVPD",
  "elements": ["Ni", "N", "C", "C", "C", "C", "C", "C", "C", "C", "N", "C", "H", "H", "H", "H", "H", "H", "H", "H", "F", "C", "F", "F", "C", "C", "C", "C", "C", "C", "C", "C", "H", "H", "H", "H", "C", "N", "C", "C", "N", "C", "H", "H", "H", "H", "H", "H", "N", "C", "C", "C", "C", "N", "C", "C", "H", "H", "H", "H"],
  "positions_angstrom": [[0.00773, -0.12483, -1.52384], [2.10183, -0.00328, -2.04371], [2.50539, 1.36055, -1.79092], [3.78784, 1.73850, -1.52712], [4.10382, 3.10042, -1.31878], [3.13760, 4.05897, -1.39841], [1.79368, 3.69268, -1.65389], [0.73056, 4.62068, -1.72600], [-0.54291, 4.17759, -1.93780], [-0.77033, 2.79386, -2.04643], [0.19400, 1.90451, -1.99340], [1.47718, 2.33414, -1.82585], [2.64620, -0.64819, -1.48008], [2.27366, -0.22712, -3.02106], [4.57483, 0.99550, -1.48704], [5.12799, 3.37589, -1.10944], [3.38083, 5.10408, -1.25835], [0.93738, 5.67687, -1.60746], [-1.37750, 4.86050, -1.99814], [-1.77366, 2.40370, -2.16305], [2.26537, 1.05373, 7.65777], [1.06642, 0.57907, 7.29258], [0.90533, -0.61095, 7.89942], [0.13633, 1.40321, 7.81035], [0.92597, 0.45952, 5.80163], [1.95243, 0.83811, 4.95189], [1.79129, 0.71609, 3.58130], [0.60470, 0.21412, 3.04838], [-0.42245, -0.16415, 3.91879], [-0.26305, -0.04194, 5.28501], [0.43674, 0.08934, 1.62809], [0.29453, -0.01624, 0.42518], [2.87542, 1.22748, 5.35782], [2.58783, 1.01178, 2.91219], [-1.34536, -0.55365, 3.51062], [-1.06136, -0.33661, 5.95383], [-5.39121, -1.24120, -2.42983], [-4.18285, -0.67084, -1.85290], [-4.09848, 0.04657, -0.68468], [-2.78302, 0.34442, -0.51238], [-2.06135, -0.18368, -1.55895], [-2.93695, -0.78923, -2.33787], [-6.20696, -0.53011, -2.32708], [-5.65027, -2.17131, -1.92794], [-5.22425, -1.42994, -3.48721], [-4.96915, 0.26830, -0.09357], [-2.29247, 0.86570, 0.29195], [-2.71960, -1.31254, -3.25501], [0.14712, -7.60740, -1.97935], [0.14454, -6.46132, -1.92579], [0.13188, -5.02412, -1.86179], [0.07221, -4.37291, -0.63773], [0.05635, -2.98824, -0.62451], [0.09752, -2.26104, -1.74574], [0.15622, -2.89797, -2.91934], [0.17624, -4.27313, -3.03280], [0.03940, -4.92734, 0.28865], [0.01445, -2.42116, 0.29774], [0.18859, -2.27611, -3.80715], [0.22578, -4.74933, -4.00082]],
  "mulliken_spin": [1.69, 0.06, -0.03, 0.01, 0.00, 0.00, 0.00, 0.01, 0.00, 0.02, 0.02, 0.01, 0.00, 0.00, 0.00, 0.00, 0.00, 0.00, 0.00, 0.00, 0.00, 0.00, 0.00, 0.00, 0.00, 0.00, 0.00, 0.00, 0.00, 0.00, -0.06, 0.21, 0.00, 0.00, 0.00, 0.00, 0.00, 0.00, 0.00, 0.00, 0.04, -0.01, 0.00, 0.00, 0.00, 0.00, 0.00, 0.00, 0.00, 0.00, 0.00, 0.00, 0.01, 0.03, 0.00, 0.00, 0.00, 0.00, 0.00, 0.00],
  "e_lumo_ha": [-0.1174, -0.1180],
  "max_force_ev_per_a": 0.2,
  "orbital_gap_ha": [0.2713, 0.2682],
  "total_charge": 1,
  "spin_multiplicity": 3
}

No. 3
{
  "formula": "C5H24NO5",
  "method": "ωB97M-V/def2-TZVPD",
  "elements": ["C", "C", "C", "C", "C", "N", "H", "H", "H", "H", "H", "H", "H", "H", "H", "H", "H", "H", "H", "H", "H", "H", "O", "H", "H", "O", "H", "H", "O", "H", "H", "O", "H", "H", "O"],
  "positions_angstrom": [[0.48669, -2.35243, 0.24999], [-0.71950, -1.89529, -0.68908], [-0.44466, -0.51090, -1.16108], [0.48748, -0.49481, -2.35580], [1.45500, 0.76031, -2.51056], [1.08704, -1.20285, 1.19954], [1.33178, -2.82005, -0.37517], [0.05715, -3.26347, 0.97587], [-0.93127, -2.66316, -1.54322], [-1.60115, -1.83373, -0.14985], [-1.42058, -0.16738, -1.51004], [-0.03337, 0.16120, -0.35543], [1.16269, -1.35934, -2.47335], [-0.04824, -0.41236, -3.23338], [2.38978, 0.65004, -1.93389], [1.16991, 1.70781, -2.23230], [1.67603, 0.86099, -3.58293], [1.18029, -0.41050, 0.57011], [0.40285, -0.98789, 2.00721], [2.03689, -1.38324, 1.70095], [-1.73131, -1.89777, 2.12411], [-1.40183, -2.69611, 3.39454], [-1.26996, -2.59208, 2.49634], [-1.85346, 0.70661, 1.11245], [-2.19064, 0.81870, 2.50762], [-1.77470, 0.09967, 1.93452], [-0.35432, 2.84318, -0.48521], [-0.09691, 3.46117, -1.81518], [0.32296, 3.09240, -1.05728], [3.11518, 1.99621, 1.59741], [2.47214, 1.88581, 2.93872], [2.49613, 1.54746, 2.07424], [-2.76551, 3.34741, 0.71661], [-2.49232, 2.19157, -0.41078], [-2.20025, 2.81281, 0.27427]],
  "lowdin_charge": [-0.11, -0.19, -0.26, -0.21, -0.08, 0.16, 0.13, 0.16, 0.17, 0.06, 0.12, 0.10, 0.11, 0.08, 0.08, -0.01, 0.08, 0.09, 0.15, 0.20, -0.04, 0.03, 0.00, 0.06, 0.10, -0.10, -0.04, 0.04, -0.02, 0.00, 0.03, 0.01, 0.01, 0.08, 0.01],
  "e_lumo_ha": -0.1031,
  "max_force_ev_per_a": 5.8,
  "orbital_gap_ha": 0.3977,
  "total_charge": 1,
  "spin_multiplicity": 1
}